Entry 1:
27
Properties=species:S:1:pos:R:3 method="wB97M-V/def2-TZVPD" total_energy_ha=-482.89680 homo_lumo_gap_ev=8.67 total_charge=0 e_homo_ha=-0.28601 e_lumo_ev=0.9 largest_force_ev_per_a=1.37
C 1.22027 1.38083 1.99017
C 0.19092 1.00194 0.97596
C -1.08306 0.58553 1.16788
N -1.67421 0.26663 -0.03037
C -0.77140 0.44803 -1.03890
C -0.92245 0.26919 -2.40301
C 0.07634 0.79789 -3.20848
C 1.19810 1.44057 -2.67097
C 1.39077 1.42926 -1.29834
C 0.43086 0.90237 -0.43755
H 1.89850 2.13443 1.61206
H 1.78613 0.49242 2.29592
H 0.78420 1.71767 2.93537
H -1.58763 0.59394 2.12055
H -2.59528 -0.12581 -0.09029
H -1.80024 -0.13989 -2.86839
H -0.01288 0.67515 -4.28157
H 1.88094 1.92219 -3.35223
H 2.26669 1.98025 -0.96260
C 0.23872 -4.03021 2.62046
C -0.43108 -2.66384 2.31431
H -0.43782 -4.86806 2.52873
H 1.10324 -4.14889 1.96124
H 0.72601 -4.02107 3.59863
H -0.34832 -1.97746 3.15515
H 0.10081 -2.18369 1.51123
H -1.45293 -2.85366 1.99319

***

Entry 2:
27
Properties=species:S:1:pos:R:3 method="wB97M-V/def2-TZVPD" total_energy_ha=-482.80690 homo_lumo_gap_ev=8.76 total_charge=0 e_homo_ha=-0.28937 e_lumo_ev=0.9 largest_force_ev_per_a=5.81
C 3.39556 -0.46864 -1.18175
C 2.04341 0.10417 -1.24067
C 1.23522 0.13102 -2.33077
N 0.01834 0.77633 -2.05607
C 0.04460 1.08668 -0.73309
C -1.01604 1.43215 0.13348
C -0.65318 1.73085 1.44829
C 0.60621 1.51935 2.01955
C 1.61347 1.03515 1.21981
C 1.31706 0.65744 -0.12686
H 4.17326 0.09402 -1.77832
H 3.29127 -1.52123 -1.67002
H 3.66158 -0.76563 -0.16884
H 1.37158 -0.03444 -3.36663
H -0.67990 0.57151 -2.63193
H -1.87195 1.89017 -0.40225
H -1.37394 2.39099 1.96244
H 0.79501 1.51393 3.11326
H 2.48197 0.59445 1.90982
C -2.32329 -0.94879 0.37123
C -2.83147 -2.25351 0.98194
H -3.03600 -0.06355 0.50921
H -1.42909 -0.44009 0.91530
H -1.91616 -1.10562 -0.69883
H -3.65010 -2.78485 0.68065
H -3.28899 -2.13144 1.99112
H -1.97842 -3.01044 1.12994

***

Entry 3:
27
Properties=species:S:1:pos:R:3 method="wB97M-V/def2-TZVPD" total_energy_ha=-482.82028 homo_lumo_gap_ev=8.88 total_charge=0 e_homo_ha=-0.29138 e_lumo_ev=1.0 largest_force_ev_per_a=4.42
C -2.23948 0.46585 -0.19064
C -1.71184 -0.42976 0.83123
C -2.06381 -0.44744 2.15625
N -1.21642 -1.37792 2.82745
C -0.13964 -1.67783 2.07591
C 1.13178 -2.30163 2.23796
C 2.01866 -2.35838 1.19521
C 1.54311 -2.08917 -0.16293
C 0.31227 -1.62279 -0.40668
C -0.50710 -1.25776 0.75421
H -2.63359 1.24052 0.39412
H -2.93648 0.03477 -0.79594
H -1.40471 0.84501 -0.86142
H -2.80689 0.10456 2.70912
H -1.50745 -1.74219 3.73836
H 1.21135 -2.48703 3.36704
H 3.09284 -2.38152 1.35207
H 2.17202 -2.51831 -0.97296
H -0.11748 -1.52673 -1.48605
C 0.32677 2.73920 -2.84142
C 1.61141 2.59827 -1.96874
H -0.36854 3.27476 -2.09046
H 0.41570 3.33883 -3.82364
H -0.17055 1.72026 -3.07668
H 1.93172 1.75248 -1.39164
H 1.51470 3.26822 -1.14950
H 2.54166 2.83573 -2.42025

***

Entry 4:
27
Properties=species:S:1:pos:R:3 method="wB97M-V/def2-TZVPD" total_energy_ha=-482.89453 homo_lumo_gap_ev=8.72 total_charge=0 e_homo_ha=-0.28815 e_lumo_ev=0.9 largest_force_ev_per_a=1.66
C 0.66303 2.27569 1.67816
C 0.75276 0.99985 0.90430
C 0.91867 -0.24826 1.40581
N 0.86988 -1.14505 0.34228
C 0.76705 -0.46827 -0.83617
C 0.75150 -0.93643 -2.14121
C 0.53047 -0.00822 -3.14223
C 0.41820 1.35606 -2.85732
C 0.42487 1.81599 -1.55025
C 0.56917 0.90332 -0.51291
H 0.59460 2.17353 2.75748
H -0.20330 2.84947 1.32601
H 1.49033 2.96588 1.47094
H 1.06923 -0.61374 2.40695
H 0.99644 -2.14530 0.37185
H 1.03391 -1.94682 -2.41937
H 0.53132 -0.41454 -4.14554
H 0.22678 2.03489 -3.68246
H 0.51451 2.87916 -1.42416
C -3.25920 -2.14318 2.52654
C -1.88066 -1.56178 2.21022
H -3.91710 -2.19202 1.64675
H -3.18127 -3.20814 2.77484
H -3.90318 -1.63843 3.24140
H -1.52842 -0.94076 3.03857
H -1.99889 -0.81163 1.43163
H -1.20788 -2.30518 1.78840

***

Entry 5:
27
Properties=species:S:1:pos:R:3 method="wB97M-V/def2-TZVPD" total_energy_ha=-482.61921 homo_lumo_gap_ev=9.03 total_charge=0 e_homo_ha=-0.30374 e_lumo_ev=0.8 largest_force_ev_per_a=3.86
C -0.82371 -2.78620 1.35278
C 0.03519 -2.02357 0.76555
C 0.90232 -1.33499 0.15209
C 1.32808 -0.53801 -0.97870
C 0.70847 0.14732 -2.15655
C 2.79602 -0.79890 -0.80471
C 1.99938 -0.28240 0.32174
C 1.95027 0.85182 1.28594
H -0.53336 -3.85228 1.70588
H -1.57544 -2.38659 2.05768
H 0.15542 -0.64379 -2.75472
H 1.39803 0.80918 -2.85864
H -0.24695 0.79067 -1.88902
H 3.26642 -1.72013 -0.66921
H 3.45303 0.02773 -1.09577
H 1.22957 1.63901 1.12708
H 3.04557 1.32481 1.41530
H 1.60679 0.33281 2.26677
C -1.90416 2.69544 0.83348
C -2.14960 1.41518 0.16817
C -2.54681 0.28384 -0.03727
N -2.87509 -0.92373 -0.65584
H -0.80321 2.82220 0.80143
H -2.37687 2.77977 1.78798
H -2.42384 3.50887 0.21666
H -3.61595 -0.83964 -1.34742
H -1.99957 -1.29841 -1.01070

***

Entry 6:
27
Properties=species:S:1:pos:R:3 method="wB97M-V/def2-TZVPD" total_energy_ha=-482.60648 homo_lumo_gap_ev="9.36 / 6.41" total_charge=+1 spin_multiplicity=2 e_homo_ha="-0.48213 / -0.49688" e_lumo_ev="-3.8 / -7.1" largest_force_ev_per_a=1.94
C -2.54728 -1.36073 0.16802
C -0.24224 -0.32193 -0.45091
C -1.27357 -1.27034 -0.58120
C 0.69152 -0.62396 -1.46185
C -0.93996 -2.09636 -1.65069
C -0.18458 0.94829 0.13786
C 0.72909 1.90118 -0.32200
C 1.64170 1.60048 -1.31658
C 1.66571 0.27845 -1.81491
N 0.24255 -1.73258 -2.17550
H -0.80397 1.11331 1.00196
H 0.65163 2.89205 0.09676
H 2.37032 2.30007 -1.71746
H -3.09456 -0.42065 -0.00672
H -2.35583 -1.48655 1.23945
H -1.48336 -2.80564 -2.26363
H 0.90455 -2.41947 -2.51550
H 2.45238 -0.05638 -2.49600
H -3.13720 -2.17935 -0.22098
C 0.90746 0.61767 3.65207
C -0.27181 1.61128 3.58694
H 0.69813 -0.28588 3.05435
H 1.82771 1.04899 3.27827
H 0.96256 0.22178 4.65157
H -0.75949 1.61832 4.54855
H -1.07794 1.33009 2.89740
H 0.02081 2.61551 3.25778

***

Entry 7:
27
Properties=species:S:1:pos:R:3 method="wB97M-V/def2-TZVPD" total_energy_ha=-482.62399 homo_lumo_gap_ev="9.28 / 6.59" total_charge=+1 spin_multiplicity=2 e_homo_ha="-0.48052 / -0.50017" e_lumo_ev="-3.8 / -7.0" largest_force_ev_per_a=1.59
C -3.33796 -0.12190 0.75383
C -4.05159 0.02927 -0.60273
H -3.94857 -0.72981 1.41377
H -2.35762 -0.54340 0.55413
H -3.26430 0.89597 1.13585
H -5.01330 0.52397 -0.46361
H -4.25621 -0.89135 -1.15180
H -3.45340 0.62242 -1.30090
C -0.08762 1.86986 1.14070
C 1.29129 0.03928 -0.09876
C 1.14921 1.15411 0.75754
C 2.67188 -0.28020 -0.16094
C 2.44921 1.43851 1.24103
C 0.39875 -0.83790 -0.74189
C 0.86746 -1.90301 -1.47942
C 2.25081 -2.11207 -1.56654
C 3.18559 -1.26945 -0.93702
N 3.35258 0.58566 0.74194
H -0.66764 -0.70369 -0.61992
H 0.23702 -2.52793 -2.09286
H 2.61491 -2.94872 -2.14777
H -0.97331 1.24631 1.27304
H -0.25531 2.71621 0.47483
H 2.60276 2.11168 2.07335
H 4.32083 0.84685 0.60293
H 4.24764 -1.47356 -0.95668
H 0.02689 2.26292 2.15791

***

Entry 8:
30
Properties=species:S:1:pos:R:3 method="wB97M-V/def2-TZVPD" total_energy_ha=-687.83380 homo_lumo_gap_ev=9.18 total_charge=+1 e_homo_ha=-0.44233 e_lumo_ev=-2.9 largest_force_ev_per_a=6.72
O 1.04615 -1.69514 1.22610
C 2.01563 -0.90838 0.63388
C 2.41634 0.39273 1.44812
C 1.27451 1.30093 0.91726
N 1.17173 1.03096 -0.53442
C -0.07966 1.37670 -1.20517
C -1.31794 0.64925 -0.69419
C -2.51436 1.28730 -0.39489
C -3.54631 0.53327 0.13669
C -3.31180 -0.82599 0.37990
C -2.03798 -1.40138 0.17281
C -1.08491 -0.67930 -0.53460
N 0.04071 -1.30148 -1.03589
C 1.43105 -0.37177 -0.66484
O 2.24653 -0.78892 -1.69443
H 1.29899 -2.18980 2.01392
H 2.90187 -1.53732 0.16666
H 3.42838 0.57316 1.14043
H 2.30541 0.35687 2.47887
H 0.44657 0.94911 1.61652
H 1.41201 2.31582 1.12879
H 1.82162 1.52866 -1.11512
H -0.02154 1.04152 -2.26074
H -0.04341 2.41422 -1.00422
H -2.53851 2.32704 -0.64772
H -4.61065 0.93958 0.28656
H -4.14785 -1.44223 0.61346
H -1.80610 -2.44886 0.39645
H 0.15129 -2.17722 -0.63094
H 1.65225 -1.24934 -2.33925

***

Entry 9:
30
Properties=species:S:1:pos:R:3 method="wB97M-V/def2-TZVPD" total_energy_ha=-646.82077 homo_lumo_gap_ev="7.55 / 8.23" total_charge=+1 e_homo_ha="-0.42245 / -0.42824" e_lumo_ev="-3.9 / -3.4" largest_force_ev_per_a=6.36
C -4.08550 -0.74027 -0.14718
C -3.98294 0.19154 0.86154
C -2.97684 -1.30469 -0.75673
C -2.72362 0.66926 1.18077
C -1.69608 -0.78330 -0.40566
C -1.56902 0.36976 0.40378
C 3.05091 -0.35080 0.36750
C -0.44245 -1.39095 -0.79609
C 0.20784 1.70299 -0.70829
C 1.64755 1.38318 -0.89200
C -0.18575 0.96266 0.61497
N 3.02864 -1.24938 1.35316
N 1.86046 0.18454 0.02254
N 4.22546 -0.20598 -0.36911
N 0.81158 -0.14650 0.70459
H -4.96019 -1.28932 -0.26580
H -4.87626 0.51958 1.42771
H -3.08146 -2.20005 -1.49206
H -2.69943 1.46410 1.95564
H -0.33870 -2.39537 -0.67263
H -0.09739 -1.08171 -1.83064
H -0.05542 2.81252 -0.67216
H -0.39029 1.34787 -1.47083
H 1.99000 1.10140 -1.89512
H 2.30029 2.08034 -0.35963
H -0.20678 1.47550 1.51561
H 3.76651 -1.74894 1.69354
H 5.00835 -0.74215 -0.20394
H 4.27549 0.64110 -1.07399
H 2.19505 -1.27692 1.91051